Entry 1:
{"formula": "C40H49BFN11O3SiTi", "method": "ωB97M-V/def2-TZVPD", "symbols": ["Ti", "C", "C", "C", "C", "N", "N", "B", "N", "C", "C", "C", "C", "N", "N", "C", "C", "C", "C", "N", "N", "C", "C", "C", "C", "N", "H", "H", "H", "H", "H", "H", "H", "H", "H", "H", "H", "H", "H", "H", "H", "H", "H", "H", "H", "H", "C", "C", "C", "C", "C", "C", "N", "N", "Si", "C", "C", "C", "H", "H", "H", "H", "H", "H", "H", "H", "H", "H", "H", "H", "H", "H", "H", "C", "C", "C", "C", "C", "C", "C", "F", "C", "C", "C", "O", "C", "C", "N", "C", "C", "O", "O", "H", "H", "H", "H", "H", "H", "H", "H", "H", "H", "H", "C", "H", "H", "H"], "xyz": [[0.745, -0.490, 0.287], [-1.547, -1.700, 7.116], [-1.835, -1.207, 5.771], [-2.925, -1.625, 5.007], [-2.778, -0.976, 3.801], [-1.636, -0.237, 3.857], [-1.066, -0.356, 5.066], [-1.097, 0.885, 2.925], [-1.536, 0.709, 1.445], [-2.633, 1.343, 0.990], [-3.173, 0.580, -0.013], [-2.404, -0.564, -0.082], [-2.744, -1.826, -0.756], [-1.421, -0.506, 0.797], [0.414, 0.864, 2.862], [1.148, 1.373, 3.900], [2.207, 0.519, 4.085], [2.085, -0.458, 3.128], [3.002, -1.599, 3.113], [1.000, -0.286, 2.386], [-1.586, 2.173, 3.440], [-2.461, 2.511, 4.401], [-2.554, 3.905, 4.471], [-1.657, 4.332, 3.460], [-1.185, 5.771, 3.371], [-1.072, 3.297, 2.893], [-2.009, -2.701, 7.215], [-1.943, -1.133, 7.954], [-0.460, -1.840, 7.147], [-3.734, -2.192, 5.363], [-3.394, -1.030, 2.931], [-2.870, 2.324, 1.348], [-4.072, 0.796, -0.523], [-2.929, -1.733, -1.850], [-3.691, -2.280, -0.339], [-2.015, -2.543, -0.504], [0.824, 2.229, 4.448], [2.971, 0.572, 4.862], [3.919, -1.417, 2.525], [2.558, -2.426, 2.546], [3.250, -1.938, 4.126], [-2.884, 1.700, 5.014], [-3.139, 4.536, 5.105], [-1.439, 6.255, 2.422], [-0.115, 5.728, 3.448], [-1.658, 6.304, 4.169], [1.419, 3.209, 0.504], [2.557, 2.319, 0.319], [3.889, 2.630, 0.238], [4.902, 1.669, 0.069], [4.524, 0.310, -0.079], [3.176, 0.086, 0.083], [2.222, 1.000, 0.280], [2.537, -1.142, 0.006], [3.250, -2.666, -0.568], [3.564, -2.451, -2.468], [2.192, -4.082, -0.052], [4.963, -2.972, 0.166], [1.751, 4.244, 0.524], [0.898, 2.990, 1.451], [0.679, 3.175, -0.309], [4.216, 3.675, 0.287], [5.946, 1.937, -0.002], [5.236, -0.488, -0.324], [2.880, -1.743, -2.895], [3.424, -3.445, -2.993], [4.552, -2.068, -2.719], [1.419, -4.373, -0.795], [1.608, -3.775, 0.873], [2.738, -4.969, 0.384], [5.776, -2.309, -0.133], [5.276, -3.901, -0.254], [4.943, -3.056, 1.279], [-0.202, -1.165, -7.189], [-1.514, -1.043, -6.361], [-2.577, -0.088, -6.974], [-2.021, 1.343, -7.014], [-1.670, 1.757, -5.560], [-1.796, 3.044, -5.163], [-1.418, 3.398, -3.837], [-1.494, 4.711, -3.598], [-0.991, 2.521, -2.912], [-0.870, 1.165, -3.307], [-0.422, 0.199, -2.397], [0.035, 0.593, -1.250], [-0.343, -1.176, -2.787], [-0.742, -1.459, -4.102], [-1.201, -0.515, -4.941], [-1.277, 0.790, -4.603], [0.122, -2.310, -1.944], [0.171, -3.438, -2.332], [0.261, -2.034, -0.700], [-0.404, -1.290, -8.209], [0.401, -2.009, -6.890], [0.441, -0.271, -7.196], [-2.013, -1.991, -6.229], [-3.452, -0.143, -6.326], [-2.880, -0.468, -7.935], [-2.688, 2.121, -7.391], [-1.124, 1.378, -7.671], [-2.078, 3.871, -5.754], [-0.668, 2.832, -1.927], [-0.783, -2.443, -4.434], [-1.924, -4.317, 2.166], [-2.930, -4.699, 2.077], [-1.172, -5.035, 2.401], [-1.772, -3.274, 2.288]], "lowdin_charge": [1.24, -0.05, -0.37, -0.03, -0.08, -0.01, 0.13, -0.76, 0.04, -0.01, 0.01, -0.36, 0.00, 0.03, 0.02, 0.01, 0.01, -0.34, -0.01, 0.03, -0.03, -0.04, 0.00, -0.34, -0.02, 0.11, 0.09, 0.08, 0.08, 0.09, 0.11, 0.13, 0.11, 0.10, 0.12, 0.05, 0.13, 0.13, 0.08, 0.07, 0.11, 0.13, 0.09, 0.08, 0.07, 0.06, -0.01, -0.28, -0.02, 0.01, 0.02, -0.41, 0.05, -0.13, 0.48, -0.14, -0.16, -0.17, 0.09, 0.07, 0.08, 0.12, 0.11, 0.09, 0.00, 0.06, 0.02, 0.03, 0.04, 0.06, 0.02, 0.02, 0.05, -0.01, -0.22, -0.12, -0.10, -0.10, 0.08, -0.24, 0.09, 0.09, -0.04, -0.23, -0.11, 0.00, 0.08, 0.05, -0.08, -0.61, 0.12, -0.15, 0.07, 0.08, 0.09, 0.14, 0.13, 0.12, 0.12, 0.13, 0.13, 0.12, 0.14, 0.11, -0.01, -0.02, -0.05], "multiplicity": 2, "max_force_ha_per_bohr": 0.0583, "homo_ha": [-0.3793, -0.3831], "total_charge": 1, "molar_mass_g_mol": 837.67}

=====

Entry 2:
{"formula": "C40H49BiClIN3OSi2", "method": "ωB97M-V/def2-TZVPD", "symbols": ["Bi", "C", "C", "C", "C", "C", "C", "C", "C", "C", "C", "C", "C", "N", "C", "C", "C", "C", "C", "N", "C", "C", "C", "C", "H", "H", "H", "H", "H", "H", "H", "H", "H", "H", "H", "H", "H", "H", "H", "H", "H", "H", "H", "H", "H", "H", "H", "H", "H", "H", "H", "H", "H", "Cl", "C", "C", "C", "I", "C", "O", "C", "N", "C", "C", "C", "C", "H", "H", "H", "H", "C", "Si", "C", "C", "C", "C", "C", "C", "C", "Si", "C", "C", "H", "H", "H", "H", "H", "H", "H", "H", "H", "H", "H", "H", "H", "H", "H", "H"], "xyz": [[0.407, -0.301, -0.129], [1.590, 4.707, -2.353], [2.165, 4.177, -1.042], [2.744, 5.322, -0.206], [3.199, 3.092, -1.255], [4.256, 3.307, -2.133], [5.248, 2.357, -2.306], [5.193, 1.178, -1.583], [4.150, 0.920, -0.701], [4.158, -0.368, 0.104], [5.340, -0.393, 1.075], [4.159, -1.606, -0.794], [3.141, 1.882, -0.549], [2.053, 1.618, 0.334], [2.180, 2.076, 1.547], [1.296, 1.887, 2.620], [1.503, 2.344, 3.941], [0.465, 1.817, 4.688], [-0.320, 1.056, 3.779], [0.167, 1.109, 2.545], [-1.578, 0.274, 4.087], [-2.792, 1.204, 3.949], [-1.714, -0.900, 3.115], [-1.531, -0.269, 5.518], [0.736, 5.357, -2.153], [1.250, 3.894, -3.000], [2.327, 5.295, -2.907], [1.350, 3.736, -0.471], [3.611, 5.764, -0.705], [3.065, 4.973, 0.776], [1.999, 6.107, -0.060], [4.304, 4.238, -2.688], [6.063, 2.538, -2.996], [5.978, 0.440, -1.705], [3.249, -0.396, 0.705], [6.292, -0.400, 0.537], [5.301, -1.287, 1.701], [5.330, 0.482, 1.727], [5.049, -1.639, -1.427], [3.283, -1.622, -1.443], [4.141, -2.516, -0.189], [3.075, 2.660, 1.782], [2.321, 2.964, 4.282], [0.294, 1.944, 5.746], [-2.838, 1.622, 2.942], [-2.724, 2.035, 4.654], [-3.722, 0.660, 4.141], [-1.752, -0.558, 2.083], [-2.628, -1.463, 3.327], [-0.860, -1.579, 3.199], [-1.509, 0.539, 6.252], [-0.645, -0.889, 5.669], [-2.416, -0.879, 5.718], [-2.428, -7.543, -0.685], [-2.037, -5.839, -0.767], [-2.827, -5.005, -1.503], [-2.537, -3.637, -1.588], [-3.767, -2.394, -2.719], [-1.441, -3.049, -0.949], [-1.174, -1.811, -1.043], [-0.615, -3.955, -0.173], [0.444, -3.396, 0.458], [1.220, -4.152, 1.189], [1.016, -5.537, 1.349], [-0.042, -6.123, 0.714], [-0.907, -5.336, -0.078], [-3.687, -5.403, -2.024], [2.051, -3.659, 1.684], [1.690, -6.118, 1.964], [-0.233, -7.183, 0.808], [2.096, 0.809, -3.590], [0.633, -0.099, -2.820], [0.595, -1.837, -3.549], [-0.915, 0.804, -3.427], [-1.146, 0.877, -4.805], [-2.243, 1.547, -5.321], [-3.138, 2.164, -4.455], [-2.926, 2.091, -3.088], [-1.823, 1.415, -2.553], [-1.630, 1.332, -0.674], [-1.346, 3.069, -0.025], [-3.251, 0.696, 0.017], [2.150, 0.542, -4.651], [3.055, 0.568, -3.129], [1.954, 1.893, -3.523], [0.941, -1.823, -4.587], [-0.424, -2.225, -3.517], [1.225, -2.530, -2.987], [-0.458, 0.393, -5.492], [-2.404, 1.587, -6.392], [-3.999, 2.691, -4.846], [-3.642, 2.569, -2.425], [-2.265, 3.652, -0.147], [-0.557, 3.566, -0.590], [-1.071, 3.055, 1.031], [-4.071, 1.306, -0.376], [-3.274, 0.755, 1.104], [-3.420, -0.341, -0.279]], "lowdin_charge": [1.40, -0.06, -0.38, -0.05, -0.15, -0.05, -0.08, -0.06, -0.16, -0.39, -0.06, -0.06, -0.20, -0.08, -0.12, -0.35, -0.07, -0.06, -0.30, 0.06, -0.55, -0.05, -0.06, -0.07, 0.08, 0.07, 0.07, 0.09, 0.08, 0.07, 0.08, 0.11, 0.10, 0.11, 0.08, 0.07, 0.08, 0.08, 0.07, 0.05, 0.07, 0.13, 0.09, 0.08, 0.06, 0.08, 0.08, 0.03, 0.09, 0.09, 0.07, 0.09, 0.08, 0.64, -0.62, -0.19, -0.64, 0.91, -0.47, -0.40, -0.15, 0.08, -0.15, -0.06, -0.04, -0.18, 0.09, 0.10, 0.10, 0.08, -0.20, 0.45, -0.22, -0.31, -0.10, -0.10, -0.10, -0.11, -0.31, 0.43, -0.20, -0.21, 0.03, 0.01, 0.01, 0.02, 0.01, 0.02, 0.10, 0.09, 0.09, 0.09, 0.03, 0.00, 0.02, 0.03, 0.00, -0.01], "multiplicity": 1, "max_force_ha_per_bohr": 0.0100, "homo_ha": -0.1711, "total_charge": -1, "molar_mass_g_mol": 1015.36}

=====

Q: The highest multiplicity belongs to which entry?
A: C40H49BFN11O3SiTi